[1]
112
Properties=species:S:1:pos:R:3 method="wB97M-V/def2-TZVPD" molar_mass_da=979.9 smiles="CC(=O)OCB(CCF)P(O)Br.O=S1(=O)CCCC1.O=S1(=O)CCCC1.O=S1(=O)CCCC1.O=S1(=O)CCCC1.O=S1(=O)CCCC1.O=S1(=O)CCCC1" spin_multiplicity=1 e_lumo_ev=-0.1 charge=0 total_energy_ha=-7697.5729
C 3.2208 1.1146 0.5453
C 2.4889 -0.1878 0.3515
O 3.0326 -1.2777 0.4870
O 1.1455 -0.1117 0.1082
C 0.7846 0.6169 -1.0705
B -0.7613 0.9837 -0.8944
C -1.8589 -0.1163 -1.0563
C -2.6181 -0.3763 0.2307
F -1.7539 -0.3966 1.3106
P -1.1096 2.8129 -0.5601
O -2.6218 2.8989 0.0933
Br 0.2343 3.2651 1.1634
H 4.1326 1.0600 -0.0297
H 3.4992 1.1723 1.5872
H 2.6286 1.9631 0.2552
H 0.8605 -0.0241 -1.9457
H 1.4001 1.4939 -1.2258
H -2.5865 0.1741 -1.8097
H -1.3936 -1.0393 -1.3817
H -3.3766 0.3757 0.4033
H -3.1160 -1.3323 0.1645
H -3.1197 3.4924 -0.4656
O 1.6675 2.3220 -3.7069
S 1.2522 1.4577 -4.7867
O -0.1003 0.9575 -4.8421
C 1.6939 2.2160 -6.3405
C 3.1090 1.7154 -6.6082
C 3.1035 0.2202 -6.2518
C 2.4052 0.0811 -4.8919
H 1.6213 3.2949 -6.2470
H 0.9986 1.8501 -7.0959
H 3.3980 1.8838 -7.6441
H 3.8127 2.2450 -5.9732
H 2.5509 -0.3389 -7.0096
H 4.1114 -0.1900 -6.2142
H 1.8476 -0.8471 -4.7988
H 3.1048 0.1774 -4.0639
O 3.8030 2.9428 3.7163
S 4.1384 2.3553 4.9896
O 4.4560 3.1792 6.1276
C 2.8550 1.1879 5.4304
C 3.3085 -0.1255 4.8005
C 4.8154 -0.2241 5.0769
C 5.4356 1.1367 4.7314
H 1.9000 1.5484 5.0549
H 2.8326 1.1235 6.5175
H 2.7637 -0.9724 5.2126
H 3.1274 -0.1037 3.7240
H 4.9783 -0.4455 6.1331
H 5.2796 -1.0219 4.5001
H 6.2780 1.3876 5.3698
H 5.7326 1.1943 3.6863
O 3.6145 4.4609 -5.5026
S 4.1021 5.8030 -5.2867
O 4.0555 6.7810 -6.3419
C 3.3221 6.4509 -3.8142
C 4.2492 6.0253 -2.6807
C 5.6764 6.2788 -3.1884
C 5.7652 5.7069 -4.6102
H 2.3164 6.0445 -3.7349
H 3.2841 7.5346 -3.9164
H 4.0384 6.5788 -1.7679
H 4.1112 4.9628 -2.4693
H 5.8713 7.3523 -3.2098
H 6.4223 5.8241 -2.5389
H 6.4324 6.2748 -5.2525
H 6.0571 4.6588 -4.6079
O -5.6172 -3.3778 -2.3626
S -5.2537 -3.6840 -1.0024
O -4.9607 -2.6267 -0.0639
C -6.4754 -4.7903 -0.3092
C -5.9632 -6.1838 -0.6580
C -4.4532 -6.1514 -0.3880
C -3.8987 -4.8664 -1.0181
H -7.4480 -4.5580 -0.7355
H -6.4883 -4.6290 0.7682
H -6.4591 -6.9494 -0.0690
H -6.1487 -6.3968 -1.7128
H -4.2779 -6.1402 0.6895
H -3.9526 -7.0301 -0.7925
H -3.0666 -4.4482 -0.4574
H -3.6085 -5.0133 -2.0562
O -7.3173 -9.2349 -0.2448
S -6.9482 -9.5249 1.1179
O -6.6580 -8.4625 2.0480
C -8.1723 -10.6258 1.8171
C -7.6594 -12.0213 1.4740
C -6.1481 -11.9910 1.7428
C -5.5954 -10.7089 1.1058
H -9.1444 -10.3950 1.3888
H -8.1855 -10.4578 2.8932
H -8.1610 -12.7845 2.0658
H -7.8455 -12.2366 0.4201
H -5.9698 -11.9744 2.8192
H -5.6489 -12.8712 1.3422
H -4.7631 -10.2894 1.6643
H -5.3067 -10.8619 0.0682
O 1.9523 8.4302 2.4127
S 0.8557 8.0664 3.2751
O -0.3860 8.7966 3.2373
C 0.5382 6.3161 3.0950
C 1.4476 5.6579 4.1260
C 1.3317 6.5143 5.3944
C 1.4608 7.9833 4.9679
H 0.7494 6.0149 2.0733
H -0.5134 6.1486 3.3250
H 1.1594 4.6237 4.3066
H 2.4793 5.6582 3.7704
H 0.3567 6.3504 5.8577
H 2.0918 6.2511 6.1281
H 0.8644 8.6527 5.5816
H 2.4972 8.3139 4.9593

[2]
114
Properties=species:S:1:pos:R:3 method="wB97M-V/def2-TZVPD" molar_mass_da=983.9 spin_multiplicity=1 e_lumo_ev=-2.1 charge=+1 total_energy_ha=-6081.9828
C 4.1366 -2.4614 1.5841
C 3.5110 -1.6979 0.9098
C 2.8583 -0.7765 -0.0650
C 1.4124 -0.4851 0.5079
Cl 0.9960 -1.4182 2.0121
C 0.9696 0.9513 0.8322
C 1.4361 1.5956 2.1519
C 3.9183 0.4364 -0.0698
C 3.5176 1.8323 -0.5759
C 4.6818 2.7537 -0.9806
F 4.5967 3.0771 -2.3282
N 4.2729 0.6702 1.3416
C 5.4324 0.8564 1.6653
S 6.8440 1.3174 2.1260
O 5.1571 -0.0146 -0.6590
C 5.0675 -0.5044 -1.9332
Cl 6.7387 -0.9142 -2.4047
O 4.5570 0.4571 -2.8473
C 5.1638 0.6817 -3.9837
N 5.3258 0.7779 -5.1204
C 4.1735 -1.7750 -1.9861
F 4.0466 -1.9624 -3.3538
C 4.8367 -3.0635 -1.4769
C 5.0124 -4.1686 -2.5355
C 5.4770 -5.4691 -1.8498
C 6.7438 -5.3113 -1.0272
O 7.7253 -4.6079 -1.7762
N 2.8051 -1.4857 -1.4306
B 1.9714 -2.8023 -1.4884
O 1.8184 -3.3331 -2.7522
O 1.5136 -3.4295 -0.4032
C 0.2198 -4.0868 -0.5073
C -0.3496 -4.3252 0.8805
P 1.6748 -0.2910 -2.5064
O 0.2250 -1.0480 -2.5430
O 2.1163 -0.2409 -4.0321
H 4.5825 -3.1347 2.2788
H 0.6260 -0.8767 -0.1372
H -0.1178 0.8967 0.9144
H 1.1115 1.6377 -0.0014
H 0.5858 1.8587 2.7783
H 1.9485 2.5415 1.9655
H 2.1120 0.9896 2.7482
H 2.7928 1.8719 -1.3841
H 3.0534 2.3429 0.2626
H 5.6678 2.3577 -0.7397
H 4.5953 3.7034 -0.4502
H 4.3311 -3.5332 -0.6331
H 5.8388 -2.8798 -1.0943
H 5.7502 -3.8893 -3.2847
H 4.0650 -4.4124 -3.0141
H 5.5804 -6.2490 -2.6045
H 4.6746 -5.7815 -1.1718
H 6.5079 -4.7437 -0.1158
H 7.0784 -6.3017 -0.7047
H 8.5599 -4.7116 -1.3085
H 0.9277 -3.2255 -3.1088
H -0.4715 -3.5550 -1.1627
H 0.4041 -5.0664 -0.9563
H 0.4276 -4.6852 1.5516
H -1.0830 -5.1295 0.7994
H -0.8182 -3.4279 1.2726
H -0.1256 -1.0290 -3.4648
H 2.1277 -1.1068 -4.4780
C -1.6808 -2.1508 -7.2500
S 0.0120 -2.0119 -6.6817
O -0.0141 -1.1560 -5.4447
C 0.5980 -0.9609 -8.0069
H -2.2346 -2.7415 -6.5233
H -2.1210 -1.1574 -7.3316
H -1.6925 -2.6554 -8.2153
H 0.0077 -0.0456 -8.0363
H 0.5169 -1.5007 -8.9496
H 1.6416 -0.7200 -7.8132
C -3.0028 4.0329 2.4975
S -1.9627 4.6065 3.8344
O -0.5459 4.4092 3.3999
C -2.3636 3.2792 4.9740
H -2.8829 4.7046 1.6506
H -2.7068 3.0240 2.2039
H -4.0401 4.0423 2.8302
H -2.1115 2.3198 4.5198
H -3.4283 3.3236 5.2115
H -1.7780 3.4225 5.8801
C -3.2027 6.0390 -2.7376
S -2.4943 4.7144 -1.7534
O -3.1573 4.7559 -0.4230
C -0.8757 5.4677 -1.5492
H -4.2413 5.7867 -2.9400
H -3.1529 6.9742 -2.1802
H -2.6569 6.1243 -3.6772
H -0.9826 6.4408 -1.0704
H -0.3982 5.5715 -2.5238
H -0.2795 4.8134 -0.9159
C -6.8247 1.8930 3.2354
S -7.0481 3.6205 3.6731
O -6.0883 3.9266 4.7691
C -8.6654 3.4086 4.4246
H -5.8409 1.7824 2.7823
H -6.8893 1.2733 4.1312
H -7.5906 1.6022 2.5154
H -8.5931 2.6879 5.2399
H -9.3720 3.0645 3.6694
H -8.9848 4.3744 4.8108
C -8.6145 -0.2148 8.1038
S -7.4163 -1.0539 7.0620
O -6.9114 -0.0512 6.0859
C -8.6057 -2.0839 6.1936
H -8.0792 0.5155 8.7067
H -9.3515 0.2912 7.4800
H -9.0998 -0.9415 8.7551
H -9.3439 -1.4531 5.6979
H -9.0911 -2.7539 6.9030
H -8.0641 -2.6681 5.4526

[3]
117
Properties=species:S:1:pos:R:3 method="wB97M-V/def2-TZVPD" molar_mass_da=2341.2 spin_multiplicity=1 e_lumo_ev=-2.6 charge=+1 total_energy_ha=-59323.4477
C 0.5395 0.2293 0.8161
C -0.8864 0.1546 1.3475
P -1.4531 -1.5974 1.2715
O -3.0263 -1.4175 1.2372
O -1.0155 -2.2301 -0.1095
S -0.8200 -2.5743 2.8026
N -0.9451 0.4951 2.8117
C -0.6547 1.9330 3.1377
C -1.0986 2.9339 2.0659
O -1.1196 2.4305 0.7554
C -1.7970 1.1931 0.6357
C -1.9592 0.9758 -0.8594
C -3.3251 1.2247 -1.4298
O -3.5613 2.0325 -2.2778
Cl -4.6300 0.1937 -0.8191
H 1.1212 1.0073 1.2936
H 0.5512 0.4290 -0.2516
H 1.0673 -0.7113 0.9847
H -3.4561 -2.2205 0.9061
H -0.4061 -1.7186 -0.6665
H -0.2427 -0.0993 3.2677
H -1.8298 0.1767 3.2102
H -1.2078 2.1518 4.0467
H 0.3933 2.0249 3.3959
H -2.0444 3.3973 2.3311
H -0.3655 3.7359 2.0816
H -2.7742 1.2423 1.1266
H -1.6874 -0.0301 -1.1673
H -1.3044 1.6609 -1.3861
Br -6.1313 7.1605 -0.7139
C -5.3105 5.4900 -1.2702
C -5.8424 4.3144 -0.4980
Br -5.1136 4.2383 1.3115
H -4.2388 5.6112 -1.1548
H -5.5525 5.3806 -2.3244
H -5.5439 3.3816 -0.9711
H -6.9211 4.3379 -0.3914
Br -7.0774 10.6704 0.8443
C -7.5365 9.6325 2.4230
C -8.8043 8.8475 2.2301
Br -10.3874 9.9702 2.3372
H -7.5991 10.3328 3.2491
H -6.7017 8.9563 2.5817
H -8.9134 8.1128 3.0249
H -8.8372 8.3490 1.2672
Br 2.7970 -5.3055 1.7061
C 1.4206 -5.4997 0.3438
C 1.9691 -5.2946 -1.0370
Br 2.3368 -3.4108 -1.4080
H 0.6467 -4.7889 0.5936
H 1.0345 -6.5093 0.4522
H 1.2485 -5.6093 -1.7883
H 2.9044 -5.8187 -1.1961
Br -6.4777 7.4698 8.4309
C -7.7504 7.7485 6.9903
C -7.5896 6.7260 5.8981
Br -6.0191 7.0790 4.8002
H -7.6015 8.7616 6.6326
H -8.7347 7.6626 7.4436
H -8.4374 6.7603 5.2178
H -7.4765 5.7198 6.2856
Br 3.5252 -6.8251 -4.7193
C 4.0882 -5.1770 -5.5931
C 3.4662 -3.9719 -4.9476
Br 1.5938 -3.7737 -5.4414
H 3.8307 -5.2687 -6.6432
H 5.1696 -5.1451 -5.4861
H 3.9553 -3.0627 -5.2904
H 3.4967 -4.0169 -3.8663
Br -0.2387 -8.8108 1.7705
C 1.0617 -10.2011 1.3672
C 2.3454 -9.6300 0.8271
Br 2.1641 -9.0566 -1.0251
H 0.5828 -10.8845 0.6749
H 1.2470 -10.7076 2.3111
H 3.1239 -10.3886 0.8208
H 2.6827 -8.7657 1.3920
Br 1.8837 -5.8286 8.1458
C 3.4149 -5.7119 6.9538
C 3.0107 -5.8498 5.5112
Br 2.5975 -7.6876 5.0384
H 4.1131 -6.4819 7.2629
H 3.8504 -4.7317 7.1318
H 3.8307 -5.5596 4.8581
H 2.1310 -5.2626 5.2694
Br 0.1792 0.4492 -6.6247
C -1.2471 -0.5256 -5.7362
C -1.4607 -0.0427 -4.3263
Br -0.0399 -0.6800 -3.1549
H -0.9765 -1.5757 -5.7744
H -2.1404 -0.3549 -6.3315
H -2.3867 -0.4439 -3.9219
H -1.4682 1.0392 -4.2519
Br 4.8328 -1.8604 1.1351
C 5.7495 -0.2949 0.4169
C 5.0698 0.9779 0.8342
Br 3.4776 1.2982 -0.2487
H 5.7971 -0.4044 -0.6613
H 6.7538 -0.3470 0.8300
H 5.6994 1.8441 0.6531
H 4.7651 0.9634 1.8750
Br 6.6627 4.4171 1.7303
C 8.4199 4.3370 0.8954
C 8.3240 4.2433 -0.6024
Br 7.7886 2.4665 -1.1902
H 8.9325 3.4868 1.3314
H 8.9235 5.2553 1.1860
H 9.2974 4.4172 -1.0538
H 7.6020 4.9364 -1.0196
Br 2.6884 -4.2422 -9.8866
C 2.8313 -2.4226 -9.2169
C 4.2178 -1.8676 -9.3976
Br 5.4712 -2.6043 -8.1039
H 2.5228 -2.4470 -8.1760
H 2.1160 -1.8413 -9.7937
H 4.2232 -0.7938 -9.2275
H 4.6256 -2.0833 -10.3789

[4]
115
Properties=species:S:1:pos:R:3 method="wB97M-V/def2-TZVPD" molar_mass_da=1049.3 smiles="CCOC(=O)OC.CCOC(=O)OC.CCOC(=O)OC.CCOC(=O)OC.CCOC(=O)OC.CCOC(=O)OC.ClCCl.ClCCl.ClCCl.ClCCl.ClCCl" spin_multiplicity=1 e_lumo_ev=0.5 charge=0 total_energy_ha=-7095.9561
C 1.8747 -4.5694 -2.4321
C 0.6177 -4.6578 -3.3067
O 0.1648 -6.0481 -3.2766
C -1.0267 -6.2562 -3.7614
O -1.6530 -5.3597 -4.3608
O -1.4938 -7.4311 -3.4901
C -2.6629 -8.0524 -4.0366
H 2.7511 -4.9841 -2.9301
H 1.8758 -4.9830 -1.4236
H 2.2935 -3.5744 -2.2814
H 0.8729 -4.2153 -4.2696
H -0.1995 -3.9778 -3.0660
H -3.0481 -8.9553 -3.5629
H -2.2793 -8.2942 -5.0278
H -3.5140 -7.3792 -4.1390
C -0.7744 -5.3769 1.4983
C -0.3715 -6.3288 0.3479
O -1.3813 -7.2364 0.0599
C -2.6415 -6.8612 -0.3691
O -2.9823 -5.7208 -0.5948
O -3.4564 -7.8499 -0.2768
C -4.7107 -7.7712 -1.0024
H 0.1812 -4.9836 1.8452
H -1.1695 -5.9614 2.3291
H -1.4046 -4.5181 1.2672
H 0.5329 -6.8783 0.6091
H -0.2641 -5.7962 -0.5971
H -4.5298 -7.3722 -2.0005
H -5.5207 -7.2086 -0.5381
H -5.0268 -8.7993 -1.1792
C 2.0876 8.0520 2.1688
C 3.0439 7.3969 1.1638
O 2.3668 6.5173 0.2342
C 1.5419 6.8822 -0.8109
O 1.2720 8.0555 -1.1732
O 1.1628 5.7308 -1.3569
C 0.2364 5.7013 -2.4061
H 2.5168 8.8048 2.8301
H 1.6730 7.2450 2.7730
H 1.3654 8.6424 1.6050
H 3.6328 6.6930 1.7518
H 3.6842 8.0995 0.6303
H -0.5012 4.9548 -2.1117
H 0.7234 5.3712 -3.3237
H -0.4038 6.5743 -2.5332
C 5.0939 2.0372 4.8965
C 4.5726 1.8849 3.4596
O 5.3805 2.5831 2.4670
C 5.2112 3.8812 2.2616
O 4.6840 4.7122 3.0137
O 5.8536 4.3060 1.1005
C 5.6062 5.5930 0.5699
H 6.1017 1.6349 4.9995
H 4.3884 1.5497 5.5694
H 5.1036 3.0546 5.2875
H 3.5623 2.2939 3.4717
H 4.4735 0.8492 3.1346
H 5.5052 6.3347 1.3623
H 4.8419 5.5853 -0.2072
H 6.5319 5.8970 0.0813
C -4.4715 1.0998 -1.5354
C -5.0335 2.4840 -1.2533
O -4.0054 3.4887 -0.9880
C -3.7309 3.8567 0.2545
O -4.2409 3.4356 1.2933
O -2.6375 4.6614 0.3163
C -2.1239 5.2663 1.4777
H -5.1883 0.2934 -1.6903
H -3.8906 0.7308 -0.6900
H -3.7991 1.1525 -2.3917
H -5.7369 2.3723 -0.4282
H -5.5427 2.7971 -2.1648
H -2.8757 5.5194 2.2253
H -1.5748 6.1012 1.0423
H -1.3393 4.6078 1.8505
C -1.1171 -2.3963 -0.6654
C -0.5433 -1.8728 0.5701
O -0.3908 -0.3897 0.4646
C 0.6099 0.3232 0.9007
O 1.6353 -0.0738 1.3599
O 0.2750 1.6148 0.6906
C 1.0244 2.7859 1.0975
H -0.6531 -1.8541 -1.4892
H -2.1900 -2.2115 -0.7183
H -1.0764 -3.4812 -0.7628
H 0.3964 -2.3561 0.8374
H -1.2898 -1.9449 1.3611
H 0.3313 3.5260 1.4973
H 1.4867 3.1884 0.1962
H 1.8172 2.7332 1.8437
Cl 0.3094 -1.8981 3.7137
C 1.4023 -0.7759 4.5816
Cl 2.6293 -1.4776 5.5721
H 1.9888 -0.2001 3.8657
H 0.7795 -0.1524 5.2232
Cl -4.9006 -2.5146 -1.3752
C -4.2350 -3.2271 -2.8914
Cl -3.6501 -2.0273 -4.0134
H -3.4256 -3.8899 -2.5852
H -5.0536 -3.6811 -3.4498
Cl 1.6236 1.2985 -2.2082
C 0.4111 0.4147 -3.1299
Cl 0.1902 1.1071 -4.7902
H 0.8652 -0.5756 -3.0921
H -0.5712 0.3317 -2.6649
Cl 4.1223 -1.3764 -1.1629
C 4.7235 0.0484 -0.0455
Cl 5.7133 -0.5947 1.2558
H 5.3632 0.7391 -0.5949
H 3.8407 0.5117 0.3951
Cl -2.7486 -0.5437 3.1876
C -3.6812 0.7480 2.3650
Cl -5.1680 0.1082 1.5904
H -4.0348 1.4322 3.1363
H -2.9846 1.2198 1.6720